No. 1
# C38H60FeP3SSi

A molecular structure, C38H60FeP3SSi at a distorted geometry (ωB97M-V/def2-TZVPD, the Open Molecules 2025 dataset).

Element x y z (Å)
Fe1 -0.4362 0.8663 0.2372
C1 3.9557 -1.7174 -1.6273
C2 3.1467 -1.2590 -2.8334
C3 3.2037 -2.3212 -3.9334
P1 1.4272 -0.6879 -2.3381
C4 0.7149 -0.3434 -4.0158
C5 -0.7704 0.0114 -3.9961
C6 1.5188 0.7862 -4.6669
C7 0.6046 -2.2347 -1.7799
C8 0.1420 -3.2029 -2.6718
C9 -0.4778 -4.3687 -2.2261
C10 -0.6466 -4.5909 -0.8672
C11 -0.2189 -3.6286 0.0400
C12 0.4155 -2.4527 -0.3959
Si1 0.7138 -1.1485 0.8819
C13 0.0292 -1.4902 2.5955
C14 0.5940 -2.5162 3.3656
C15 0.3555 -2.6104 4.7295
C16 -0.4529 -1.6707 5.3541
C17 -1.0696 -0.6801 4.6029
C18 -0.8542 -0.5943 3.2280
P2 -1.8616 0.4881 2.1708
C19 -2.7117 1.8175 3.1227
C20 -3.8275 1.4045 4.0896
C21 -1.6855 2.7259 3.8106
C22 -3.1629 -0.6821 1.5630
C23 -4.3513 0.0648 0.9389
C24 -3.6005 -1.7033 2.6142
C25 2.4670 -0.5813 1.2240
C26 3.3785 -1.4873 1.7732
C27 4.6909 -1.1210 2.0273
C28 5.1258 0.1581 1.7020
C29 4.2365 1.0780 1.1690
C30 2.9003 0.7306 0.9569
P3 1.6986 1.9881 0.4333
C31 1.5592 3.1934 1.8210
C32 2.8523 3.6489 2.4928
C33 0.6925 4.3860 1.3872
C34 2.3169 2.7936 -1.1027
C35 3.3737 3.8815 -0.9146
C36 1.1387 3.3141 -1.9432
H1 4.9032 -2.1482 -1.9629
H2 3.4297 -2.4911 -1.0588
H3 4.1845 -0.8867 -0.9636
H4 3.6038 -0.3431 -3.2110
H5 2.7069 -3.2443 -3.6251
H6 4.2501 -2.5704 -4.1261
H7 2.7798 -1.9914 -4.8812
H8 0.8345 -1.2431 -4.6144
H9 -0.9398 0.9473 -3.4557
H10 -1.3713 -0.7800 -3.5394
H11 -1.1272 0.1490 -5.0203
H12 1.4847 1.6971 -4.0549
H13 1.0842 1.0280 -5.6399
H14 2.5641 0.5256 -4.8368
H15 0.2505 -3.0487 -3.7383
H16 -0.8313 -5.1001 -2.9443
H17 -1.1216 -5.4991 -0.5149
H18 -0.3834 -3.7950 1.1037
H19 1.2415 -3.2547 2.9009
H20 0.8138 -3.4059 5.3052
H21 -0.6226 -1.7199 6.4240
H22 -1.7380 0.0086 5.0997
H23 -3.1705 2.3915 2.3139
H24 -3.4501 0.9123 4.9860
H25 -4.5788 0.7607 3.6411
H26 -4.3331 2.3163 4.4143
H27 -1.1432 2.1979 4.5991
H28 -2.1995 3.5731 4.2696
H29 -0.9603 3.1253 3.1044
H30 -2.6416 -1.2335 0.7734
H31 -5.0075 0.4809 1.7034
H32 -4.9549 -0.6297 0.3517
H33 -4.0428 0.8858 0.2882
H34 -3.9050 -1.2387 3.5528
H35 -2.8120 -2.4226 2.8354
H36 -4.4587 -2.2551 2.2236
H37 3.0759 -2.5101 1.9798
H38 5.3817 -1.8382 2.4549
H39 6.1556 0.4457 1.8732
H40 4.5929 2.0741 0.9402
H41 0.9995 2.6080 2.5545
H42 3.5014 4.2035 1.8112
H43 3.4141 2.8193 2.9189
H44 2.5868 4.3219 3.3133
H45 1.2476 5.0600 0.7339
H46 0.3891 4.9642 2.2623
H47 -0.2171 4.0835 0.8572
H48 2.7559 1.9493 -1.6302
H49 3.0068 4.7234 -0.3286
H50 3.6384 4.2660 -1.9021
H51 4.2915 3.5152 -0.4587
H52 0.6781 4.1940 -1.4845
H53 0.3683 2.5500 -2.0822
H54 1.4895 3.6090 -2.9349
C37 -3.0401 1.7311 -2.4233
S1 -1.9124 0.6253 -1.5663
C38 -2.5766 -1.0037 -1.9368
H55 -2.9160 1.5561 -3.4899
H56 -2.7837 2.7609 -2.1805
H57 -4.0578 1.5111 -2.1057
H58 -3.5472 -1.1126 -1.4560
H59 -1.8773 -1.7590 -1.5776
H60 -2.6778 -1.0813 -3.0182

Output
* highest occupied orbital energy (spin up / spin down): -12.6 / -13.4 eV
* total charge: +2
* gap between HOMO and LUMO (spin up / spin down): 8.1 / 6.4 eV
* E: -4458.8969 Eh
* <S²>: 8.77
* spin multiplicity: 6
* strongest force on any atom: 1.57 eV/Å



No. 2
# C24H17BrIrN4O5S2

A molecular structure, C24H17BrIrN4O5S2 at a distorted geometry (ωB97M-V/def2-TZVPD, the Open Molecules 2025 dataset).

Element x y z (Å)
Ir1 -0.8275 0.8124 -0.5520
C1 3.4517 -2.3264 0.2558
C2 3.2604 -1.7261 -0.9930
C3 2.5430 -0.5728 -1.1396
C4 2.0224 0.0599 0.0782
C5 2.1081 -0.6052 1.2721
C6 2.8096 -1.8199 1.3472
N1 1.1053 1.1416 -0.0901
C7 1.4275 2.4298 -0.1084
C8 2.6561 3.0332 -0.3500
C9 2.7745 4.4019 -0.5029
C10 1.6569 5.2601 -0.6116
C11 0.3943 4.7129 -0.3160
C12 0.2972 3.3325 -0.0679
N2 -0.9113 2.6689 -0.3402
N3 -1.9414 3.4889 -0.5309
C13 -2.9854 2.7112 -0.7265
C14 -4.2906 3.2675 -0.8092
C15 -5.3167 2.4279 -0.7282
C16 -5.1243 1.0227 -0.4603
C17 -3.8796 0.5407 -0.2699
N4 -2.7925 1.3377 -0.6722
H1 4.2080 -3.1168 0.3009
H2 3.8133 -2.1438 -1.8533
H3 2.4140 0.0000 -2.0622
H4 1.5336 -0.2103 2.1584
H5 2.7388 -2.2708 2.3726
H6 3.5776 2.4010 -0.2923
H7 3.7655 4.8159 -0.7091
H8 1.7783 6.3035 -0.8880
H9 -0.5048 5.2970 -0.2164
H10 -4.3808 4.2394 -1.2033
H11 -6.3050 2.8421 -0.8160
H12 -6.0738 0.3878 -0.3743
H13 -3.6759 -0.4479 0.1127
O1 0.2544 0.0109 3.6358
S1 0.3230 1.4810 3.9982
O2 -0.1556 1.6848 5.3593
O3 -0.2777 2.3736 3.0517
S2 2.3516 1.7102 3.6624
Br1 -1.0477 -7.0460 1.2810
C18 -0.4500 -5.7660 0.0739
C19 0.3745 -6.1578 -1.0036
C20 0.6960 -5.1713 -1.8668
C21 0.2798 -3.8661 -1.8231
C22 -0.4539 -3.4488 -0.7022
C23 -0.9005 -4.4544 0.2312
C24 -0.9859 -2.0921 -0.3225
O4 -1.9326 -2.0070 0.5067
O5 -0.4795 -1.0334 -0.9297
H14 0.6981 -7.1826 -1.2217
H15 1.3860 -5.4294 -2.6534
H16 0.5199 -3.1407 -2.5448
H17 -1.5264 -4.1612 1.0533

Output
* highest occupied orbital energy (spin up / spin down): -8.1 / -8.1 eV
* total charge: 0
* gap between HOMO and LUMO (spin up / spin down): 7.7 / 4.2 eV
* E: -4994.4739 Eh
* <S²>: 8.79
* spin multiplicity: 6
* ΔE to the lowest compared entry with this formula, charge and spin: 139.4 kJ/mol
* strongest force on any atom: 4.54 eV/Å